This record from the Open Molecules 2025 dataset describes a 2-piece molecular cluster, C29H47Si overall. The level of theory is the ωB97M-V functional and the def2-TZVPD basis.

## Properties
energy above the lowest of the compared OMol25 structures with the same formula, charge and spin	48.21	kJ/mol
M	423.8	u
lowest unoccupied orbital energy	-5.26	eV
calculated total energy	-38706.9046	eV

Geometry as ORCA input:
```
! wB97M-V def2-TZVPD RIJCOSX def2/J DEFGRID3
* xyz 1 1
C -4.4773 4.1923 0.9050
C -3.8236 3.0335 0.1241
C -4.1841 1.7026 0.7949
C -4.4287 3.0837 -1.2844
C -2.2712 3.2385 0.1756
Si -0.8678 2.2234 -0.6375
C -1.2637 1.5431 -2.3402
C 0.3923 3.6295 -0.9207
H -0.1557 1.0518 0.2079
H -4.2559 5.1588 0.4218
H -5.5746 4.0756 0.9203
H -4.1202 4.2403 1.9389
H -3.9860 0.8517 0.1259
H -3.5982 1.5473 1.7134
H -5.2528 1.6807 1.0629
H -4.2431 2.1670 -1.8524
H -5.5229 3.1931 -1.2002
H -4.0664 3.9449 -1.8618
H -2.0877 4.2907 -0.1128
H -1.9960 3.1955 1.2430
H -2.2635 1.8351 -2.6868
H -0.5298 1.9356 -3.0649
H -1.1903 0.4485 -2.3938
H -0.1305 4.5951 -1.0110
H 1.1027 3.6941 -0.0847
H 0.9653 3.4621 -1.8431
C -1.9044 -2.3554 -3.6005
C -1.4483 -2.6435 -2.2109
C -2.0316 -2.0179 -1.1059
C -1.4938 -2.1798 0.1756
C -2.1734 -1.4444 1.3074
C -0.3317 -2.9586 0.3321
C 0.5244 -2.8392 1.5861
C -0.0995 -3.5590 2.7824
C 0.9031 -1.3494 1.8848
C 1.3453 -0.6445 0.6594
C 2.6308 -0.0520 0.5566
C 3.4606 -0.2931 -0.5998
C 2.9011 -0.9620 -1.8245
C 4.8023 0.0811 -0.5533
C 5.3454 0.7337 0.5649
C 6.8006 1.0665 0.6709
C 4.4928 1.0860 1.6169
C 3.1517 0.7303 1.6419
C 2.2438 1.2363 2.7319
C 0.1070 -3.7720 -0.7350
C 1.1386 -4.8599 -0.5580
C -0.3879 -3.5279 -2.0082
H -1.7713 -3.2311 -4.2493
H -2.9621 -2.0757 -3.5919
H -1.3288 -1.5242 -4.0348
H -2.8849 -1.3472 -1.2483
H -1.9188 -1.8297 2.2991
H -1.9015 -0.3700 1.3016
H -3.2724 -1.5057 1.1787
H 1.4936 -3.3326 1.3717
H -0.3643 -4.5831 2.4806
H 0.6236 -3.6357 3.6063
H -1.0146 -3.0710 3.1525
H 0.0619 -0.8021 2.3579
H 1.7392 -1.4113 2.6059
H 0.8857 -1.0015 -0.2532
H 3.5623 -0.8240 -2.6953
H 2.7806 -2.0482 -1.6868
H 1.9166 -0.5405 -2.0691
H 5.4573 -0.1405 -1.4003
H 6.9628 1.7296 1.5234
H 7.4245 0.1807 0.8327
H 7.1568 1.5603 -0.2362
H 4.8946 1.6629 2.4515
H 2.7871 1.9325 3.3857
H 1.3884 1.7838 2.3036
H 1.8458 0.4404 3.3810
H 1.2741 -5.3911 -1.5102
H 2.1199 -4.4608 -0.2619
H 0.8176 -5.5967 0.1932
H 0.0789 -4.0572 -2.8421
*
```

***

This record from the Open Molecules 2025 dataset describes C29H48BrCuN3P2S as an isolated structure. The level of theory is the ωB97M-V functional and the def2-TZVPD basis.

## Properties
energy above the lowest of the compared OMol25 structures with the same formula, charge and spin	18.50	kJ/mol
M	676.2	u
lowest unoccupied orbital energy (alpha / beta)	-6.50 / -8.99	eV
calculated total energy	-179400.3966	eV

Geometry as ORCA input:
```
! wB97M-V def2-TZVPD RIJCOSX def2/J DEFGRID3
* xyz 2 2
N 6.2161 1.7699 -3.4532
C 5.8977 2.3394 -2.2935
C 4.6416 2.1521 -1.7180
C 3.7919 1.1668 -2.2707
C 4.0523 0.7436 -3.5931
C 5.3241 1.0415 -4.1192
C 2.9004 0.4370 -1.3452
Cu 1.0952 -0.4024 -1.3790
P -1.3148 -3.2162 -0.3087
C 2.8697 -0.9986 -1.4807
C 3.0027 -1.8800 -0.3327
C 2.9807 -3.2650 -0.6004
C 3.3568 -4.1445 0.4022
C 3.7000 -3.6295 1.6613
C 3.6609 -2.2756 1.9793
C 3.2804 -1.3937 0.9656
Br 4.2643 -4.8043 2.9771
H 2.8801 0.9170 -0.3418
H 3.1656 -1.4043 -2.4474
H 4.3845 2.6573 -0.8014
H 3.3283 0.1866 -4.1941
H 6.6462 2.9614 -1.8021
H 5.6123 0.6664 -5.1080
H 2.7335 -3.6165 -1.6125
H 3.1945 -0.3147 1.1217
H 3.5315 -5.1950 0.1868
H 3.9936 -1.9463 2.9587
P -0.0952 0.9237 -3.0040
C 0.1327 -3.5678 0.7188
C 0.1460 -4.9763 1.3239
H 0.2288 -2.7857 1.4894
H 0.9764 -3.4525 0.0326
H 0.9583 -5.0582 2.0582
H -0.8025 -5.1799 1.8366
H 0.3051 -5.7428 0.5509
C -0.7851 -3.5797 -2.0041
C -1.5455 -4.8248 -2.4741
H 0.3023 -3.7338 -2.0091
H -1.0063 -2.7327 -2.6595
H -1.1400 -5.1889 -3.4210
H -1.4849 -5.6304 -1.7315
H -2.6054 -4.5898 -2.6251
C -1.8287 -1.5139 0.0126
C -3.1078 -1.6100 0.8747
H -2.0339 -1.0006 -0.9416
H -1.0201 -0.9845 0.5410
H -3.6967 -0.6815 0.8328
H -3.7465 -2.4293 0.4992
H -2.8661 -1.8381 1.9288
C -1.2931 1.6412 -1.8323
C -2.6724 2.0485 -2.3475
H -0.7559 2.5049 -1.3963
H -1.3708 0.9384 -0.9840
H -2.6686 3.0918 -2.6864
H -3.0367 1.4152 -3.1618
H -3.3981 1.9753 -1.5323
C -0.9041 -0.4695 -3.9286
C 0.0692 -1.1695 -4.8711
H -1.7763 -0.0934 -4.4851
H -1.2895 -1.1501 -3.1529
H 0.2063 -0.6099 -5.7997
H 1.0580 -1.2980 -4.4270
H -0.2887 -2.1645 -5.1514
C -0.1867 2.1760 -4.3862
C 0.2995 3.6329 -4.2871
H -1.2723 2.2064 -4.6059
H 0.3170 1.7028 -5.2502
H 1.3584 3.7162 -4.0005
H 0.1640 4.0831 -5.2919
H -0.2990 4.2228 -3.5701
S 0.7820 1.9916 0.9000
C -0.3991 1.9618 2.1173
N -1.2679 2.9899 2.2603
C -2.4385 2.9905 3.1370
C -2.1984 2.0765 4.3194
C -1.6930 0.7257 3.8539
N -0.5324 0.9162 2.9761
H -1.2150 3.6674 1.5028
H -3.3214 2.6683 2.5657
H -2.6028 4.0211 3.4601
H -3.1262 1.9478 4.8812
H -1.4649 2.5324 4.9928
H -2.4790 0.1753 3.3131
H -1.3708 0.1132 4.6998
H 0.0236 0.1043 2.7095
*
```

***

This record from the Open Molecules 2025 dataset describes C29H48Cl2N3O4SSiY as an isolated structure. The level of theory is the ωB97M-V functional and the def2-TZVPD basis.

## Properties
energy above the lowest of the compared OMol25 structures with the same formula, charge and spin	599.04	kJ/mol
M	722.7	u
lowest unoccupied orbital energy	-0.24	eV
calculated total energy	-88313.9774	eV

Geometry as ORCA input:
```
! wB97M-V def2-TZVPD RIJCOSX def2/J DEFGRID3
* xyz 0 1
C -1.9505 2.6548 -4.5229
C -1.0824 2.9871 -3.3283
H -2.2460 3.6032 -5.0313
H -2.8373 2.2235 -4.0444
H -1.4550 1.9376 -5.2276
C -1.0244 4.2350 -2.7681
C -1.8914 5.4092 -3.0294
H -0.3020 4.5370 -1.9912
H -2.9648 5.1584 -2.9148
H -1.7111 5.8698 -4.0078
H -1.6213 6.1990 -2.2979
Y -0.5459 -0.4022 3.0642
Cl -2.8388 -1.2705 3.3772
C 2.4802 -0.3333 3.2359
O 1.7329 -0.7932 4.1471
N 3.1326 0.8664 3.1459
C 3.1707 1.9389 4.1881
C 4.1242 1.1125 1.9881
H 2.4801 -0.8886 2.2660
H 2.2909 1.9809 4.8479
H 3.3278 2.9484 3.7090
H 3.9879 1.7684 4.9231
H 3.7130 0.6374 1.0755
H 5.1582 0.6860 2.1938
H 4.2851 2.1941 1.7422
H 0.8972 -5.1145 3.8252
H 0.4886 -6.5353 1.1645
C -0.1851 -5.1322 3.6298
C -0.5059 -6.0812 1.3192
N -0.5179 -4.8898 2.2228
H -0.8063 -4.5226 4.3052
C -0.5551 -3.6837 1.6783
O -0.4575 -2.5469 2.2473
H -0.9276 -5.7414 0.3526
H -0.6378 -3.8025 0.5548
H -0.4017 -6.1629 3.8529
H -1.0745 -6.9055 1.7554
H -2.3901 1.9957 0.0054
H -1.6587 4.6319 0.3410
C -3.1532 2.3753 0.7207
C -2.2438 4.6472 1.2791
N -2.5373 3.2558 1.7429
H -3.5378 1.4943 1.2392
C -1.9296 2.6780 2.7880
O -2.1556 1.5217 3.2156
H -1.6512 5.1920 2.0334
H -1.1503 3.2701 3.2968
H -3.9618 2.9022 0.2058
H -3.1702 5.2290 1.1362
O -1.2916 0.5597 -2.0769
C -0.4561 1.5624 -2.6517
C 0.3301 2.9574 -0.7767
C 0.7407 2.0956 -1.7522
H -0.7400 3.2311 -0.7821
C 1.2490 3.5763 0.0522
H -0.0393 1.1500 -3.5625
C 2.1142 1.9146 -1.9893
H 0.9176 4.1014 0.9394
C 2.6201 3.4401 -0.2025
C 3.0558 2.6129 -1.2379
H 2.4441 1.2762 -2.8082
H 3.3735 3.8997 0.4698
H 4.1194 2.4912 -1.3952
Si -2.3403 -0.9181 -2.4432
Cl 0.6091 0.8888 1.4032
C -3.7750 -1.2651 -1.1518
C -2.1124 -2.8703 -2.4189
C -3.4126 -0.6396 -4.0642
H -3.9477 -0.4202 -0.4696
H -3.5282 -2.1274 -0.4866
H -4.7591 -1.5216 -1.6130
H -4.2562 0.0253 -3.8263
H -3.7916 -1.5730 -4.5239
H -2.7425 -0.1149 -4.7497
H -1.0548 -3.1260 -2.2639
H -2.4353 -3.4510 -3.3128
H -2.6588 -3.3700 -1.5673
S 1.4443 -1.7620 -1.0875
C 2.4578 -2.9480 -0.5265
C 2.6986 -3.1014 0.8658
C 3.5236 -4.0869 1.3618
C 4.0176 -5.0583 0.4794
C 3.7641 -4.9666 -0.9005
C 3.0598 -3.8917 -1.4155
H 2.2042 -2.4396 1.5830
H 3.7595 -4.0982 2.4311
H 4.5957 -5.8789 0.8970
H 4.1344 -5.7326 -1.5859
H 2.9184 -3.7560 -2.4923
*
```

***

This record from the Open Molecules 2025 dataset describes C29H48N2OPtSSi as an isolated structure. The level of theory is the ωB97M-V functional and the def2-TZVPD basis.

## Properties
energy above the lowest of the compared OMol25 structures with the same formula, charge and spin	19.39	kJ/mol
M	695.9	u
lowest unoccupied orbital energy	-0.46	eV
calculated total energy	-57839.4260	eV

Geometry as ORCA input:
```
! wB97M-V def2-TZVPD RIJCOSX def2/J DEFGRID3
* xyz 0 1
Pt -0.3918 -0.5012 -0.4645
C 1.6208 3.4989 0.0114
C 1.0006 2.6081 -1.0629
C 1.8780 2.5703 -2.3102
C -0.4123 3.0372 -1.3460
C -0.6457 4.1603 -2.1270
C -1.9246 4.6140 -2.3480
C -3.0018 3.9383 -1.8146
C -2.8530 2.7976 -1.0336
C -4.1760 2.1644 -0.6106
C -4.7358 2.8221 0.6554
C -4.2628 0.6403 -0.5113
C -1.5238 2.3718 -0.7751
N -1.2590 1.2572 0.0827
C -1.4880 1.3648 1.3696
C -1.2243 0.2977 2.2091
C -1.4381 0.0665 3.5877
C -1.0658 -1.2353 3.8169
C -0.6284 -1.7718 2.5821
N -0.7155 -0.8499 1.6371
C -0.1185 -3.1692 2.3056
C 1.2733 -3.3463 2.9333
C -0.0470 -3.4575 0.8017
C -1.0733 -4.1831 2.9487
H 2.6175 3.1397 0.2547
H 1.0186 3.4973 0.9208
H 1.7034 4.5326 -0.3267
H 0.9863 1.5866 -0.6674
H 2.0983 3.5674 -2.6874
H 1.3995 2.0061 -3.1064
H 2.8203 2.0825 -2.0689
H 0.1923 4.6888 -2.5584
H -2.0874 5.4949 -2.9529
H -4.0037 4.2867 -2.0263
H -4.8587 2.4441 -1.4250
H -4.1735 2.5367 1.5365
H -5.7636 2.5033 0.8128
H -4.7221 3.9081 0.5802
H -4.0001 0.2701 0.4739
H -3.6194 0.1492 -1.2322
H -5.2898 0.3334 -0.7103
H -1.8557 2.3082 1.7454
H -1.8426 0.7609 4.2988
H -1.1208 -1.7592 4.7524
H 1.9813 -2.6318 2.5239
H 1.6530 -4.3463 2.7353
H 1.2304 -3.2015 4.0119
H 0.4175 -2.6227 0.2628
H -1.0313 -3.6397 0.3827
H 0.5725 -4.3323 0.6119
H -1.0882 -4.0738 4.0312
H -0.7545 -5.1976 2.7178
H -2.0879 -4.0500 2.5770
O 2.8279 0.0262 -0.2846
S 2.6951 -0.8986 0.8478
C 4.4005 -1.1396 1.4765
C 4.7056 0.0858 2.3128
C 3.4815 0.2582 3.2034
C 2.2585 0.1539 2.3010
H 5.0319 -1.2782 0.6040
H 4.4062 -2.0492 2.0750
H 4.8145 0.9496 1.6544
H 5.6292 -0.0278 2.8816
H 3.4833 1.2038 3.7479
H 3.4604 -0.5471 3.9429
H 2.0035 1.1018 1.8318
H 1.3771 -0.2401 2.7920
C 2.0291 -2.1620 -2.4752
Si 0.3437 -1.8556 -3.3205
C 0.6574 -1.4460 -5.1589
C -0.7012 -3.4612 -3.1934
C -0.6196 -0.4154 -2.5143
H 2.6293 -2.8317 -3.0886
H 1.9227 -2.6377 -1.5017
H 2.5834 -1.2443 -2.3173
H 1.1649 -2.2652 -5.6622
H 1.2759 -0.5608 -5.2606
H -0.2740 -1.2626 -5.6850
H -0.8065 -3.9471 -4.1590
H -1.7010 -3.2527 -2.8263
H -0.2510 -4.1872 -2.5213
H -1.6896 -0.5318 -2.7332
H -0.3175 0.5260 -2.9746
*
```

***

This record from the Open Molecules 2025 dataset describes one molecule with the formula C29H50Cl2N3PS2. The level of theory is the ωB97M-V functional and the def2-TZVPD basis.

## Properties
SMILES string	CCC[PH](CCCCCCCCCCCCn1cccc1)(CCCSC(=S)n1ccnc1)[C@H](Cl)[C@@H](C)Cl
M	606.8	u
lowest unoccupied orbital energy	-1.46	eV
calculated total energy	-91352.0603	eV

Geometry as ORCA input:
```
! wB97M-V def2-TZVPD RIJCOSX def2/J DEFGRID3
* xyz 0 1
C 0.1364 -0.3552 2.7252
C -0.9314 -0.9448 1.6807
C -0.5383 -0.4358 0.2266
P -0.7060 -1.7385 -1.1395
C 0.0012 -3.4794 -1.0423
C 0.5508 -3.9044 0.3814
C 1.7588 -3.0222 0.9022
C 3.1726 -3.5435 0.4401
C 4.4207 -2.6726 0.8977
C 4.1087 -1.4135 1.7987
C 3.7994 -0.0833 0.9552
C 3.6307 1.0946 2.0068
C 3.5064 2.5265 1.3416
C 2.0557 2.9208 0.8791
C 1.0779 3.2847 2.0981
C -0.3817 3.2843 1.5083
N -1.4478 3.5392 2.4856
C -2.0135 4.7339 2.9632
C -3.0922 4.4427 3.9101
C -3.2191 2.9423 4.0306
C -2.1536 2.5166 3.1117
C -2.4077 -2.3784 -0.4359
C -3.2686 -2.8733 -1.7033
C -4.3596 -1.7961 -2.1316
S -3.8623 -0.8359 -3.6487
C -4.2140 0.9298 -3.3216
S -5.8004 1.4006 -3.3061
N -3.2038 1.9381 -3.1018
C -2.6076 2.3852 -1.8983
C -1.6368 3.4270 -2.1616
N -1.6428 3.6333 -3.5805
C -2.5570 2.7644 -4.0598
C 0.8456 -1.0611 -2.0988
Cl 0.7267 0.7689 -2.3490
C 0.9226 -1.6699 -3.5873
C 0.1779 -0.7949 -4.6713
Cl 2.7065 -1.6900 -4.0325
H 0.6421 0.5499 2.3014
H -0.3047 -0.1661 3.7387
H 0.9447 -1.1370 2.8611
H -0.8997 -2.0551 1.8180
H -1.9766 -0.6060 1.9154
H -1.1695 0.4640 -0.0212
H 0.5532 -0.1389 0.2858
H -1.4663 -1.3368 -2.3058
H 0.8011 -3.7209 -1.7908
H -0.8579 -4.1846 -1.2710
H 0.9732 -4.9510 0.2525
H -0.2782 -4.0257 1.1388
H 1.7433 -3.0762 2.0344
H 1.6871 -1.9375 0.6293
H 3.1613 -3.5271 -0.6975
H 3.3108 -4.6304 0.7158
H 5.0681 -3.3589 1.5287
H 5.0750 -2.3911 0.0193
H 5.0730 -1.1726 2.3480
H 3.3465 -1.5903 2.6083
H 2.9169 -0.1989 0.2691
H 4.7161 0.0584 0.3081
H 2.8217 0.9060 2.7620
H 4.6028 1.1078 2.5935
H 4.1414 2.4861 0.4002
H 3.9895 3.3335 1.9735
H 2.0434 3.8311 0.2047
H 1.5479 2.0576 0.3437
H 1.1955 2.5452 2.9434
H 1.3724 4.2872 2.5313
H -0.5639 2.2403 1.1098
H -0.4526 3.9954 0.6374
H -1.7131 5.7605 2.6540
H -3.7682 5.1377 4.4552
H -3.9313 2.3293 4.6211
H -2.0583 1.4090 3.0118
H -3.0184 -1.5285 -0.0004
H -2.2509 -3.2079 0.3073
H -3.8585 -3.7933 -1.4152
H -2.5989 -3.1705 -2.5574
H -4.5774 -1.0399 -1.3329
H -5.3490 -2.2772 -2.3866
H -2.8188 2.0081 -0.8721
H -0.9811 3.9996 -1.4688
H -2.7129 2.7809 -5.1640
H 1.7832 -1.3049 -1.5176
H 0.4961 -2.7066 -3.6421
H 0.8797 -0.0041 -5.0442
H -0.8230 -0.4099 -4.3502
H -0.0111 -1.4798 -5.5566
*
```

***

Question: Which formula does entry 3 have?
Answer: C29H48Cl2N3O4SSiY

***

Question: Which value of M does entry 3 give?
Answer: 722.7 u

***

Question: Which of these has the highest M?
Answer: C29H48Cl2N3O4SSiY

***

Question: Among the records above, which one has the lowest M?
Answer: C29H47Si